72
Properties=species:S:1:pos:R:3 method="wB97M-V/def2-TZVPD" smiles="COC(=O)OC.COC(=O)OC.COC(=O)OC.COC(=O)OC.COC(=O)OC.COC(=O)OC" lumo_energy_ev=0.2955 energy_ha=-2061.7118 de_lowest_kcal_mol=66.2
C 2.895 5.460 -2.000
O 1.977 6.514 -1.967
C 0.994 6.677 -2.994
O 0.664 5.818 -3.789
O 0.493 7.905 -2.916
C -0.614 8.300 -3.710
H 3.816 5.816 -2.461
H 2.537 4.574 -2.525
H 3.172 5.076 -1.018
H -1.591 7.972 -3.353
H -0.401 7.934 -4.714
H -0.546 9.385 -3.795
C -4.621 -1.531 4.206
O -4.035 -0.947 3.110
C -4.228 0.341 2.698
O -4.924 1.164 3.267
O -3.420 0.633 1.657
C -3.611 1.895 0.998
H -5.486 -2.114 3.891
H -4.919 -0.795 4.952
H -3.901 -2.191 4.689
H -3.166 1.890 0.003
H -3.076 2.703 1.499
H -4.617 2.292 0.864
C 1.387 1.824 -3.300
O 2.244 0.905 -2.690
C 3.124 1.425 -1.724
O 3.206 2.601 -1.327
O 3.851 0.466 -1.126
C 3.740 -0.852 -1.571
H 0.481 1.309 -3.617
H 1.871 2.185 -4.208
H 1.109 2.615 -2.604
H 4.163 -1.534 -0.834
H 4.328 -0.983 -2.479
H 2.723 -1.106 -1.870
C 4.937 -5.599 2.028
O 4.981 -4.275 2.541
C 4.075 -3.271 2.205
O 4.180 -2.135 2.661
O 3.184 -3.690 1.315
C 2.104 -2.912 0.911
H 5.707 -6.208 2.501
H 5.132 -5.720 0.962
H 3.992 -6.111 2.211
H 1.559 -3.423 0.117
H 2.417 -1.954 0.498
H 1.481 -2.815 1.801
C -1.257 -1.038 -0.196
O -0.519 0.161 0.116
C -0.601 1.274 -0.598
O -1.173 1.383 -1.688
O -0.007 2.260 0.090
C 0.066 3.608 -0.320
H -2.286 -0.832 0.100
H -0.805 -1.826 0.406
H -1.182 -1.371 -1.231
H -0.766 4.138 0.144
H 0.235 3.576 -1.396
H 1.019 4.059 -0.045
C -2.543 -5.721 3.650
O -2.753 -4.795 2.549
C -2.793 -5.163 1.271
O -2.835 -6.333 0.907
O -2.801 -4.094 0.505
C -2.719 -4.222 -0.907
H -2.752 -5.252 4.612
H -1.505 -6.043 3.570
H -3.159 -6.606 3.493
H -2.563 -3.281 -1.434
H -3.674 -4.410 -1.396
H -1.996 -4.986 -1.194

***

61
Properties=species:S:1:pos:R:3 method="wB97M-V/def2-TZVPD" lumo_energy_ev="1.9123 / 1.8368" spin_multiplicity=2 total_charge=-1 energy_ha=-5387.2189 de_lowest_kcal_mol=0.0
Cu 2.469 1.326 1.895
S 2.410 -0.300 6.025
C 2.472 0.380 4.524
S 1.175 1.222 3.753
S 3.830 0.319 3.454
C 1.089 -2.200 2.464
C 0.937 -1.932 1.007
C 0.433 -2.790 0.110
C 0.411 -2.494 -1.312
C 0.989 -1.376 -1.748
C 0.942 -0.655 -3.033
C 1.176 1.559 -3.051
C 1.656 2.460 -1.958
C 2.557 1.859 -1.169
S 3.421 2.493 0.205
C 1.593 -0.405 -0.807
N 1.494 -0.667 0.614
H 0.703 -3.187 2.717
H 0.567 -1.435 3.040
H 2.141 -2.133 2.751
H 0.056 -3.743 0.457
H -0.094 -3.167 -1.995
H 0.799 -1.266 -3.923
H 1.133 2.049 -4.027
H 1.314 3.477 -1.821
S 2.936 -0.439 -5.581
C 4.507 -0.032 -6.129
C 5.212 0.619 -5.165
C 4.468 0.793 -3.965
C 3.211 0.270 -4.035
C 2.139 0.340 -3.008
C 2.664 0.395 -1.546
N 0.641 0.367 -0.053
C -0.703 0.294 -0.445
C -1.040 0.539 -1.771
C -2.415 0.692 -2.076
C -3.401 0.614 -1.135
C -3.062 0.358 0.212
C -4.007 0.292 1.261
C -3.590 0.071 2.545
C -2.193 -0.105 2.765
N -1.300 -0.051 1.823
C -1.707 0.189 0.553
C -4.510 0.022 3.687
C -4.251 0.362 4.985
C -5.377 0.200 5.835
C -6.472 -0.257 5.170
S -6.140 -0.505 3.510
C -0.062 0.569 -2.923
H 4.828 -0.307 -7.120
H 6.228 0.961 -5.300
H 4.841 1.294 -3.082
H 3.656 -0.036 -1.412
H -2.686 0.880 -3.109
H -4.440 0.746 -1.409
H -5.058 0.447 1.039
H -1.823 -0.300 3.768
H -3.290 0.732 5.315
H -5.371 0.419 6.893
H -7.452 -0.468 5.566
H -0.656 0.636 -3.835

***

13
Properties=species:S:1:pos:R:3 method="wB97M-V/def2-TZVPD" smiles="S=C1C=NN=CCN1" lumo_energy_ev=-0.7748 energy_ha=-717.7271 de_lowest_kcal_mol=104.5
S 2.976 -0.324 0.494
C 1.315 -0.436 -0.225
C 0.349 -1.606 -0.407
N -0.944 -1.664 -0.007
N -1.347 -0.812 0.912
C -1.385 0.404 0.775
C -0.666 1.018 -0.469
N 0.755 0.789 -0.252
H 0.522 -2.502 -0.977
H -1.532 1.048 1.877
H -0.610 2.093 -0.623
H -0.870 0.447 -1.333
H 1.436 1.545 0.233

***

67
Properties=species:S:1:pos:R:3 method="wB97M-V/def2-TZVPD" lumo_energy_ev=2.0655 total_charge=-1 energy_ha=-2729.2060
Cl 24.387 6.125 -24.875
O 25.548 5.892 -24.047
O 24.905 6.059 -26.223
O 23.383 5.083 -24.689
O 23.846 7.473 -24.750
C 24.948 -1.059 -22.935
O 23.895 -0.171 -23.283
H 25.704 -0.544 -22.344
H 24.578 -1.853 -22.286
H 25.519 -1.102 -23.863
H 24.264 0.680 -23.530
C 18.551 6.417 -24.755
O 17.166 6.785 -24.718
H 18.895 6.106 -25.742
H 19.014 7.325 -24.369
H 18.644 5.514 -24.152
H 16.903 6.563 -23.822
N 24.209 7.648 -31.973
C 23.635 6.387 -32.160
C 22.537 6.503 -33.027
C 22.562 7.853 -33.482
C 23.579 8.483 -32.829
H 24.972 7.993 -31.408
H 23.937 5.599 -31.486
H 21.834 5.778 -33.411
H 21.801 8.211 -34.160
H 23.822 9.518 -33.019
N 27.176 10.872 -29.516
C 28.045 9.832 -29.290
C 28.862 9.700 -30.398
C 28.658 10.814 -31.244
C 27.564 11.554 -30.698
H 26.349 10.988 -28.948
H 27.912 9.254 -28.388
H 29.663 9.008 -30.614
H 29.312 11.096 -32.057
H 26.977 12.397 -31.031
N 27.658 1.115 -27.418
C 28.575 0.099 -27.206
C 28.531 -0.694 -28.401
C 27.679 -0.047 -29.320
C 26.985 0.925 -28.617
H 27.382 1.862 -26.797
H 29.088 0.037 -26.258
H 29.168 -1.542 -28.604
H 27.590 -0.356 -30.351
H 26.372 1.740 -28.971
C 19.480 13.249 -30.315
S 21.066 12.497 -29.763
O 21.584 13.310 -28.605
C 20.174 11.139 -28.831
H 19.284 12.878 -31.321
H 19.724 14.309 -30.391
H 18.595 13.139 -29.689
H 19.446 11.530 -28.121
H 20.903 10.591 -28.233
H 19.587 10.482 -29.473
C 26.293 9.542 -19.422
S 26.222 10.949 -18.308
O 24.727 11.363 -18.387
C 26.379 9.988 -16.677
H 26.042 8.629 -18.882
H 27.304 9.351 -19.782
H 25.605 9.786 -20.231
H 25.998 10.619 -15.874
H 27.314 9.499 -16.404
H 25.649 9.183 -16.764

***

24
Properties=species:S:1:pos:R:3 method="wB97M-V/def2-TZVPD" smiles=O[C@H](CCl)CNc1cccc(Cl)c1 lumo_energy_ev=0.5288 energy_ha=-1399.9172 de_lowest_kcal_mol=23.0
O -2.782 -1.543 1.273
C -2.362 -0.269 0.768
C -3.536 0.638 0.674
Cl -4.657 0.315 -0.707
C -1.602 -0.455 -0.571
N -0.220 -0.889 -0.576
C 0.880 -0.111 -0.350
C 0.811 1.272 -0.050
C 1.918 1.995 0.301
C 3.185 1.383 0.280
C 3.248 0.005 -0.056
Cl 4.809 -0.726 -0.007
C 2.149 -0.691 -0.476
H -2.013 -2.114 1.422
H -1.652 0.145 1.489
H -4.131 0.616 1.595
H -3.168 1.656 0.588
H -2.214 -1.171 -1.079
H -1.625 0.573 -1.037
H -0.136 -1.879 -0.677
H -0.149 1.774 0.090
H 1.843 3.056 0.554
H 4.044 2.035 0.553
H 2.272 -1.745 -0.629

***

7
Properties=species:S:1:pos:R:3 method="wB97M-V/def2-TZVPD" lumo_energy_ev=3.1767 total_charge=-1 energy_ha=-3720.8411 de_lowest_kcal_mol=30.2
C -0.657 -0.307 0.024
O 2.155 0.197 -0.612
O 1.195 1.035 1.438
F -0.729 -0.772 -1.706
S 1.079 0.917 -0.013
Cl -0.810 -1.666 0.964
Br -2.234 0.596 -0.095